Entry 1:
49
Properties=species:S:1:pos:R:3:lowdin_spin:R:1 method="wB97M-V/def2-TZVPD" s_squared=3.808 multiplicity=4 energy_ev=-52749.1496 total_charge=0 homo_energy_ev="-7.045 / -9.356"
Au 0.36182 -1.14133 -0.38442 0.60
N -1.90641 -0.91003 0.31449 0.26
C -2.80896 -1.79521 -0.31303 0.00
C -2.71521 -3.16959 -0.08766 0.04
C -3.58428 -4.03719 -0.71807 0.00
C -4.54878 -3.54631 -1.59208 0.03
C -4.63862 -2.18295 -1.82153 0.00
C -3.77289 -1.30472 -1.18940 0.03
H -1.68375 -1.09056 1.28969 0.00
H -2.12707 0.07323 0.20931 0.00
H -1.92804 -3.52677 0.56395 0.02
H -3.50596 -5.10203 -0.54237 0.00
H -5.22143 -4.22795 -2.09536 0.00
H -5.38706 -1.79521 -2.50019 0.00
H -3.85140 -0.23587 -1.35343 0.00
C 0.57221 -2.77658 0.64543 1.24
C 1.36236 -3.77304 1.17042 0.21
C 2.72212 -3.53749 1.54748 0.16
C 3.48191 -4.53209 2.11618 -0.01
C 2.95158 -5.80265 2.33587 0.15
C 1.63607 -6.06840 1.95990 -0.01
C 0.85588 -5.09173 1.38659 0.15
H 3.13400 -2.55047 1.37957 0.01
H 4.50445 -4.31714 2.40134 0.00
H 3.55861 -6.57325 2.79137 0.01
H 1.22216 -7.05677 2.11799 0.00
H -0.16041 -5.31121 1.08394 0.01
C -1.35788 3.12502 -3.61371 0.00
C -0.63861 1.86100 -3.29619 0.00
C 0.03821 0.97073 -4.10880 0.00
C 0.55019 -0.01848 -3.25704 0.01
N 0.19180 0.25367 -2.00585 0.03
N -0.53751 1.38079 -2.04671 0.00
C 1.34526 -1.22983 -3.60393 0.01
H -1.74845 3.08563 -4.62786 0.00
H -0.68404 3.98025 -3.54403 0.00
H -2.18499 3.29036 -2.92421 0.00
H 0.17194 1.03120 -5.17519 0.00
H -0.79321 1.82844 -1.17558 0.00
H 0.70233 -2.11063 -3.65301 0.00
H 2.10755 -1.42015 -2.84724 0.01
H 1.82746 -1.10213 -4.57024 0.00
F -0.44456 1.53356 0.59570 0.00
P -0.41857 1.60664 2.27722 0.00
F -2.00781 1.21394 2.24047 0.00
F -0.42570 1.62352 3.86220 0.00
F -0.79804 3.15478 2.18483 0.00
F -0.07283 -0.00266 2.27625 0.01
F 1.14121 1.93425 2.20412 0.00

***

Entry 2:
40
Properties=species:S:1:pos:R:3:mulliken_charge:R:1 method="wB97M-V/def2-TZVPD" multiplicity=1 energy_ev=-24153.9934 total_charge=+2 e_above_lowest_kcal_mol=3.8 homo_energy_ev="-15.699 / -15.707"
Au -0.12088 -0.21740 0.94596 0.79
C -0.60025 -4.16766 -2.18219 -1.48
C 0.14051 -2.86379 -2.49954 1.07
C 1.00183 -3.00098 -3.75432 -1.65
C 0.88919 -2.30755 -1.30172 0.57
C 0.40192 -2.45548 -0.00769 -0.92
C 1.16115 -2.01723 1.12447 -0.80
C 2.44372 -1.41597 0.95953 0.67
C 3.29402 -1.07198 2.14627 -1.33
C 2.87543 -1.22249 -0.34719 -0.88
C 2.12309 -1.65319 -1.43602 -0.28
H -1.06805 -4.54090 -3.09102 0.42
H -1.39125 -4.04212 -1.44229 0.39
H 0.09120 -4.93437 -1.82552 0.39
H -0.63059 -2.11414 -2.72219 0.11
H 1.86493 -3.64663 -3.57606 0.43
H 1.35872 -2.04171 -4.12946 0.42
H 0.41080 -3.45604 -4.54639 0.41
H -0.50256 -3.02702 0.16493 0.39
H 0.86603 -2.36082 2.11316 0.69
H 3.02786 -0.09169 2.55056 0.23
H 4.34630 -1.02794 1.87482 0.42
H 3.15818 -1.79150 2.95277 0.38
H 3.84227 -0.76345 -0.51607 0.50
H 2.52302 -1.49963 -2.42918 0.37
C 0.31024 1.74844 1.56921 -1.15
C -0.91472 2.28676 1.20541 0.36
C -2.04800 2.18624 2.09545 -0.13
C -3.21456 2.81952 1.79340 -0.76
C -3.30555 3.55912 0.59180 0.93
C -2.22692 3.64030 -0.32360 -0.68
C -1.06003 3.00358 -0.03703 -0.33
C -4.51600 4.25108 0.29535 -0.31
N -5.48909 4.81758 0.06131 -0.22
H 0.51684 1.63532 2.63472 0.53
H 1.18312 2.03844 0.98636 0.53
H -1.95132 1.62570 3.01831 0.49
H -4.06477 2.77583 2.46049 0.50
H -2.34292 4.21481 -1.23279 0.50
H -0.22050 3.06499 -0.71908 0.47

***

Entry 3:
48
Properties=species:S:1:pos:R:3:lowdin_spin:R:1 method="wB97M-V/def2-TZVPD" s_squared=2.020 multiplicity=3 energy_ev=-125443.4646 total_charge=0 e_above_lowest_kcal_mol=0.0 homo_energy_ev="-8.682 / -8.858"
Re 0.01922 0.11988 -0.74608 1.51
C -2.38185 1.64062 1.16838 0.00
C -1.72220 0.34813 0.77329 0.00
C -0.57242 -0.09184 1.48780 0.03
C -0.13590 0.62624 2.74291 0.01
C 0.08496 -1.29854 1.06898 0.01
C 1.32258 -1.70418 1.82468 0.00
C -0.40247 -2.07215 -0.02443 0.08
C 0.36201 -3.28478 -0.49008 0.02
C -1.53581 -1.59512 -0.75300 0.01
C -2.17714 -2.40545 -1.85080 0.00
C -2.22159 -0.39996 -0.31327 0.02
C -3.50714 0.03854 -0.97751 0.01
H -3.13678 1.45814 1.93746 0.00
H -2.87277 2.10781 0.31907 0.00
H -1.65304 2.34425 1.56392 0.00
H 0.58299 1.42154 2.54164 0.00
H 0.32041 -0.06914 3.44298 0.00
H -0.99109 1.07503 3.24247 0.00
H 1.03236 -2.16941 2.76996 0.00
H 1.93788 -0.83717 2.06007 0.00
H 1.93971 -2.40808 1.28043 0.00
H 0.10338 -4.15934 0.11121 0.01
H 1.43367 -3.12304 -0.40942 0.00
H 0.16537 -3.50521 -1.53286 0.00
H -2.42729 -1.79129 -2.71328 0.00
H -3.10365 -2.83859 -1.46550 0.00
H -1.55131 -3.21794 -2.19500 0.00
H -3.97164 -0.78076 -1.51651 0.00
H -3.34584 0.84126 -1.69509 0.00
H -4.21581 0.38368 -0.22625 0.00
O 5.48902 2.03529 1.91379 0.00
C 4.44804 1.87491 1.35288 0.00
C 3.22055 2.79480 1.40170 0.01
O 3.09133 3.79162 2.06058 0.02
C 2.22614 2.16846 0.51409 0.02
C 2.67383 0.97385 0.00835 0.00
O 1.99949 0.11363 -0.72233 0.15
C 4.04337 0.68111 0.47957 0.00
O 4.68401 -0.31628 0.27944 -0.01
O 1.04104 2.72842 0.34179 0.02
C 0.27336 2.24057 -0.80565 0.02
H -0.65193 2.81404 -0.75693 0.01
H 0.80690 2.56772 -1.70010 0.01
Cl 0.36109 -1.67428 -4.14678 0.02
Ge -0.15012 0.24951 -3.23722 0.04
Cl 1.15801 1.63401 -4.26758 0.01
Cl -2.09298 0.66945 -4.14180 -0.01

***

Entry 4:
46
Properties=species:S:1:pos:R:3:mulliken_charge:R:1 method="wB97M-V/def2-TZVPD" multiplicity=1 energy_ev=-44153.7141 total_charge=0 e_above_lowest_kcal_mol=507.1 homo_energy_ev=-8.585
C -1.00821 -0.31097 -2.36925 -0.88
O -1.82577 -0.09943 -1.33817 -0.09
C -2.03639 1.23753 -1.18367 -0.52
C -0.97029 2.14272 -0.54571 0.24
N -0.87439 1.59278 0.58761 -0.27
H -1.53880 2.09533 1.44685 0.32
C 0.34847 1.53749 1.49798 -0.58
C 1.76420 1.74567 0.48250 0.21
C 2.28265 0.90559 -0.44402 0.06
C 3.21622 1.24150 -1.20140 -0.67
C 3.99431 2.53221 -0.91244 -0.85
C 3.48359 3.44526 -0.12658 -0.72
C 2.15854 3.01857 0.52156 -0.09
H 1.91694 3.67180 1.53777 0.16
H 3.81036 4.36084 -0.08242 0.61
H 4.59423 2.92713 -1.57353 0.39
H 3.48930 0.60071 -1.94480 0.55
H 1.70169 -0.02822 -0.45131 0.39
C 0.71081 -0.25821 1.81961 0.16
O 1.42120 -0.45628 2.75232 -0.60
N -0.16036 -0.87478 1.00742 0.29
C -0.35655 -2.13925 1.31859 -0.22
C -1.33525 -2.83510 0.46818 -0.28
C -1.63784 -4.10646 0.52099 0.30
C -0.58768 -5.14414 1.04994 0.11
C 0.13856 -4.55342 1.96544 -1.08
C 0.22774 -3.06891 1.84543 0.92
H 1.28194 -2.76661 2.62910 0.00
H 0.68444 -4.99756 2.65241 0.55
Cl -1.17850 -6.73917 1.28342 -0.17
N -2.55283 -4.74078 -0.49261 0.87
O -2.53705 -5.82220 -1.03947 -0.55
O -3.53577 -3.94278 -0.75625 -0.59
H -2.10486 -2.14783 -0.35219 0.19
H -0.88480 -0.32482 0.42819 0.22
H 0.70696 1.85131 2.52434 0.58
C -1.15816 3.62011 -0.62036 -1.95
H -0.54641 4.28766 0.25487 0.19
H -1.29206 4.09299 -1.45611 0.66
H -2.07245 3.97988 0.18559 0.28
H -0.17290 2.01690 -0.95941 0.50
H -2.98216 1.63717 -0.39192 0.18
H -2.27837 1.96303 -2.21497 0.24
H -0.06701 0.27046 -2.43711 0.25
H -0.71383 -1.30613 -2.46959 0.35
H -1.52348 -0.11162 -3.41680 0.31

***

Entry 5:
51
Properties=species:S:1:pos:R:3:lowdin_spin:R:1 method="wB97M-V/def2-TZVPD" s_squared=0.785 multiplicity=2 energy_ev=-49706.9796 total_charge=+1 homo_energy_ev="-10.105 / -10.129"
Re 0.06851 1.04653 -0.49207 0.43
C 1.35438 -0.81852 2.72683 0.00
C 1.57570 -1.39175 1.33222 0.00
N 0.43548 -1.23851 0.41089 0.01
C -0.82532 -1.73014 1.00362 0.01
C -0.81190 -3.16813 1.51952 0.00
C 0.76751 -1.93312 -0.84810 0.00
C -0.23385 -1.60322 -1.97441 0.00
N -0.81375 -0.30158 -1.72381 0.01
C -2.11102 -0.09973 -2.08890 0.00
C -2.89295 0.72110 -1.25098 0.01
F -2.23921 1.12499 -0.09134 0.00
C -4.20598 1.05008 -1.50955 0.00
F -4.88135 1.83676 -0.67477 0.00
C -4.82301 0.54122 -2.64508 0.00
C -4.09800 -0.30248 -3.47275 0.00
F -4.68050 -0.80325 -4.55883 0.00
C -2.77354 -0.63380 -3.21178 0.00
F -2.10149 -1.41738 -4.06775 0.00
H 2.32033 -0.64275 3.19294 0.00
H 0.82684 0.12965 2.69552 0.00
H 0.79461 -1.50014 3.36049 0.00
H 2.43239 -0.88557 0.87587 0.00
H 1.84335 -2.45166 1.41909 0.00
H -1.08818 -1.05891 1.82641 0.00
H -1.60736 -1.64250 0.24463 0.00
H -0.14968 -3.28880 2.37214 0.00
H -1.81746 -3.42787 1.83893 0.00
H -0.51569 -3.87302 0.74720 0.00
H 1.76812 -1.60354 -1.14473 0.00
H 0.80843 -3.01895 -0.70294 0.00
H 0.29986 -1.61426 -2.93406 0.00
H -1.01173 -2.37459 -2.02626 0.00
H -5.84270 0.79761 -2.88264 0.00
N 4.24806 1.08548 -1.19177 0.00
C 3.04211 0.74630 -1.66108 0.00
N 2.13014 1.08744 -0.76055 0.00
C 2.86556 1.66409 0.26348 0.00
N 4.15168 1.65821 0.00325 0.00
C 2.10277 2.18682 1.35903 0.00
C 2.58871 2.72357 2.55181 0.00
N 1.78232 3.19603 3.47554 0.00
C 0.47577 3.16921 3.22148 0.00
C -0.04196 2.62396 2.06185 0.00
N 0.75869 2.10357 1.11760 0.00
H 5.15326 0.97836 -1.63315 0.00
H 2.85142 0.29316 -2.61452 0.00
H 3.64998 2.75861 2.75002 0.00
H -0.17082 3.59756 3.97547 0.00
H -1.10867 2.60423 1.86863 0.00
Te -0.24989 3.09959 -2.05264 0.50